## 1
{
  "formula": "C5H14N2",
  "method": "ωB97M-V with the def2-TZVPD basis set",
  "species": ["C", "C", "C", "H", "H", "H", "H", "H", "H", "H", "H", "C", "N", "C", "N", "H", "H", "H", "H", "H", "H"],
  "coordinates": [[-0.618, 2.698, 0.658], [-0.165, 2.212, -0.697], [-1.209, 1.443, -1.452], [-1.429, 3.431, 0.524], [0.158, 3.275, 1.166], [-0.928, 1.840, 1.326], [0.763, 1.603, -0.599], [0.055, 3.130, -1.286], [-0.754, 1.036, -2.399], [-1.692, 0.625, -0.863], [-2.025, 2.210, -1.701], [2.148, -2.440, 0.792], [-0.649, -2.454, 0.809], [0.076, -2.290, -0.359], [1.388, -2.306, -0.459], [3.201, -2.492, 0.516], [1.899, -3.371, 1.351], [1.987, -1.573, 1.503], [-0.119, -2.323, 1.659], [-1.550, -2.046, 0.786], [-0.538, -2.208, -1.275]],
  "smiles": "C/N=C\\N.CCC",
  "total_charge": 0,
  "mol_weight_g_mol": 102.2,
  "orbital_gap_ev": 9.95,
  "homo_energy_ev": -9.13,
  "e_lumo_ev": 0.8
}

***

## 2
{
  "formula": "C5H14N2",
  "method": "ωB97M-V with the def2-TZVPD basis set",
  "species": ["N", "C", "C", "C", "C", "N", "C", "H", "H", "H", "H", "H", "H", "H", "H", "H", "H", "H", "H", "H", "H"],
  "coordinates": [[1.152, 1.930, 0.013], [1.897, -0.606, 1.927], [1.116, -0.600, 0.636], [0.382, 0.715, 0.314], [-0.557, 0.439, -0.913], [-1.782, -0.176, -0.535], [-2.521, -0.904, -1.556], [1.907, 1.704, -0.635], [1.489, 2.380, 0.851], [1.252, -0.566, 2.810], [2.408, -1.568, 2.033], [2.660, 0.170, 2.044], [1.732, -0.862, -0.221], [0.283, -1.308, 0.609], [-0.247, 0.959, 1.169], [-0.661, 1.380, -1.460], [0.022, -0.257, -1.510], [-2.452, 0.304, 0.038], [-3.174, -0.210, -2.078], [-1.826, -1.162, -2.332], [-3.083, -1.762, -1.204]],
  "smiles": "CC[C@@H](N)CNC",
  "total_charge": 0,
  "mol_weight_g_mol": 102.2,
  "orbital_gap_ev": 9.49,
  "homo_energy_ev": -8.30,
  "e_lumo_ev": 1.2
}

***

Most stable of them? 2.

***

## 1
{
  "formula": "C6H14N2",
  "method": "ωB97M-V with the def2-TZVPD basis set",
  "species": ["C", "C", "C", "C", "C", "C", "N", "N", "H", "H", "H", "H", "H", "H", "H", "H", "H", "H", "H", "H", "H", "H"],
  "coordinates": [[-0.112, -0.880, 0.441], [0.222, -0.303, -0.931], [-1.139, -0.886, -0.670], [-0.606, 2.077, -1.151], [-0.436, -0.034, 1.645], [0.569, -2.180, 0.798], [0.480, 1.112, -1.231], [1.628, 1.572, -0.512], [0.849, -0.932, -1.567], [2.445, 1.004, -0.743], [1.500, 1.484, 0.496], [-1.380, -1.832, -1.145], [-1.997, -0.231, -0.585], [-1.459, 1.755, -1.757], [-0.950, 2.256, -0.129], [-0.285, 3.041, -1.563], [0.908, -2.728, -0.087], [0.478, 0.362, 2.097], [-1.100, 0.801, 1.416], [-0.945, -0.641, 2.402], [-0.117, -2.830, 1.352], [1.445, -1.987, 1.426]],
  "smiles": "CN(N)[C@@H]1CC1(C)C",
  "total_charge": 0,
  "mol_weight_g_mol": 114.2,
  "orbital_gap_ev": 9.16,
  "homo_energy_ev": -8.21,
  "e_lumo_ev": 1.0
}

***

## 2
{
  "formula": "C6H14N2",
  "method": "ωB97M-V with the def2-TZVPD basis set",
  "species": ["C", "C", "C", "C", "N", "H", "H", "H", "H", "H", "H", "H", "H", "H", "C", "C", "N", "H", "H", "H", "H", "H"],
  "coordinates": [[-0.372, -1.863, -0.027], [0.325, 2.767, -1.746], [1.001, -1.802, -0.688], [-0.415, 1.823, -0.865], [-1.663, 1.754, -0.884], [-2.068, 1.060, -0.251], [-0.536, -2.874, 0.359], [-1.154, -1.662, -0.760], [-0.374, 3.316, -2.369], [1.031, 2.216, -2.375], [0.900, 3.472, -1.138], [1.197, -0.804, -1.074], [1.035, -2.498, -1.523], [1.792, -2.070, 0.008], [0.564, -0.786, 2.107], [-0.569, -0.918, 1.125], [-1.685, -0.340, 1.218], [-1.798, 0.257, 2.036], [0.230, 1.214, -0.208], [0.247, -0.236, 2.994], [0.915, -1.767, 2.409], [1.397, -0.258, 1.651]],
  "smiles": "[H]/N=C(\\C)CC.[H]/N=C/C",
  "total_charge": 0,
  "mol_weight_g_mol": 114.2,
  "orbital_gap_ev": 10.13,
  "homo_energy_ev": -9.25,
  "e_lumo_ev": 0.9
}

***

Most stable of them? 2.

***

## 1
{
  "formula": "C6H14N2",
  "method": "ωB97M-V with the def2-TZVPD basis set",
  "species": ["C", "C", "C", "C", "H", "H", "H", "H", "H", "H", "H", "H", "C", "N", "C", "N", "H", "H", "H", "H", "H", "H"],
  "coordinates": [[1.879, 1.235, -0.909], [1.974, -0.053, -0.121], [1.738, 0.022, 1.195], [2.267, -1.410, -0.765], [2.843, 1.571, -1.316], [1.491, 2.064, -0.297], [1.162, 1.051, -1.726], [1.630, -0.897, 1.813], [1.384, 1.005, 1.633], [2.150, -2.199, 0.050], [3.276, -1.452, -1.175], [1.581, -1.662, -1.633], [-1.818, -0.675, -0.814], [-2.470, -0.544, 0.530], [-2.860, 0.719, 0.950], [-3.173, 0.928, 2.234], [-1.903, -1.700, -1.234], [-2.372, 0.013, -1.456], [-0.718, -0.341, -0.816], [-2.068, -1.138, 1.252], [-2.781, 1.534, 0.197], [-3.213, 1.929, 2.407]],
  "smiles": "[H]/N=C/NC.C=C(C)C",
  "total_charge": 0,
  "mol_weight_g_mol": 114.2,
  "orbital_gap_ev": 9.59,
  "homo_energy_ev": -8.77,
  "e_lumo_ev": 0.8
}

***

## 2
{
  "formula": "C6H14N2",
  "method": "ωB97M-V with the def2-TZVPD basis set",
  "species": ["C", "C", "C", "N", "H", "H", "H", "H", "H", "H", "H", "C", "C", "C", "N", "H", "H", "H", "H", "H", "H", "H"],
  "coordinates": [[-2.410, 0.846, -0.847], [-1.268, 0.550, -1.789], [-0.989, -0.685, -2.207], [0.120, -1.053, -2.979], [-2.982, -0.075, -0.735], [-2.002, 1.107, 0.132], [-3.032, 1.667, -1.198], [-0.579, 1.357, -2.026], [-1.675, -1.473, -1.910], [0.199, -2.041, -3.109], [0.982, -0.647, -2.677], [2.291, 1.102, 1.980], [1.422, 0.149, 1.161], [-0.185, -1.230, 2.117], [0.167, -0.049, 1.852], [3.294, 1.188, 1.567], [1.831, 2.091, 1.998], [2.350, 0.782, 3.021], [1.953, -0.794, 0.975], [1.177, 0.644, 0.218], [0.438, -2.064, 1.782], [-1.101, -1.376, 2.674]],
  "smiles": "C/C=C/N.C=NCC",
  "total_charge": 0,
  "mol_weight_g_mol": 114.2,
  "orbital_gap_ev": 8.99,
  "homo_energy_ev": -8.01,
  "e_lumo_ev": 1.0
}

***

Most stable of them? 2.

***

## 1
{
  "formula": "C6H14N2",
  "method": "ωB97M-V with the def2-TZVPD basis set",
  "species": ["C", "C", "C", "C", "N", "C", "C", "N", "H", "H", "H", "H", "H", "H", "H", "H", "H", "H", "H", "H", "H", "H"],
  "coordinates": [[-2.008, 0.509, -0.817], [-1.219, -0.700, -0.320], [0.145, -0.279, 0.198], [0.381, -0.288, 1.521], [1.566, 0.090, 2.158], [1.125, 0.120, -0.882], [2.538, -0.477, -0.690], [-3.236, 0.753, -0.084], [-1.476, 1.475, -0.822], [-2.196, 0.393, -1.899], [-1.755, -1.268, 0.450], [-0.982, -1.478, -1.054], [-0.456, -0.538, 2.166], [2.224, 0.398, 1.467], [1.586, 0.688, 2.954], [0.791, -0.336, -1.804], [1.181, 1.183, -1.122], [2.611, -1.305, 0.025], [3.354, 0.149, -0.329], [2.917, -0.668, -1.710], [-3.638, -0.071, 0.332], [-3.452, 1.649, 0.260]],
  "smiles": "CC/C(=C\\N)CCN",
  "total_charge": 0,
  "mol_weight_g_mol": 114.2,
  "orbital_gap_ev": 8.74,
  "homo_energy_ev": -7.69,
  "e_lumo_ev": 1.0
}

***

## 2
{
  "formula": "C6H14N2",
  "method": "ωB97M-V with the def2-TZVPD basis set",
  "species": ["C", "C", "C", "C", "C", "N", "C", "N", "H", "H", "H", "H", "H", "H", "H", "H", "H", "H", "H", "H", "H", "H"],
  "coordinates": [[-0.479, -0.302, 0.059], [-0.928, 0.895, -0.601], [-0.584, -1.559, -0.778], [-0.797, -0.574, 1.513], [2.502, -0.782, -0.213], [1.428, 0.171, 0.072], [-1.318, 2.100, 0.090], [-1.856, 3.157, -0.385], [1.624, 0.696, 0.921], [-2.096, 3.049, -1.374], [1.062, 0.913, -0.676], [-1.341, 0.782, -1.601], [-1.033, 2.177, 1.143], [-0.398, -1.358, -1.832], [0.130, -2.312, -0.435], [-1.584, -1.981, -0.685], [-0.724, 0.322, 2.124], [-1.814, -0.955, 1.610], [-0.114, -1.329, 1.908], [2.307, -1.267, -1.167], [2.533, -1.547, 0.565], [3.480, -0.295, -0.258]],
  "total_charge": 0,
  "mol_weight_g_mol": 114.2,
  "orbital_gap_ev": 7.64,
  "homo_energy_ev": -7.05,
  "e_lumo_ev": 0.6
}

***

Most stable of them? 1.

***

## 1
{
  "formula": "C6H14N2",
  "method": "ωB97M-V with the def2-TZVPD basis set",
  "species": ["C", "C", "C", "N", "H", "H", "H", "H", "H", "H", "H", "C", "C", "C", "N", "H", "H", "H", "H", "H", "H", "H"],
  "coordinates": [[-2.992, 1.183, -0.062], [-2.095, -2.092, 0.725], [-1.626, -0.753, 0.211], [-2.215, 0.298, 0.751], [-1.420, -0.718, -0.871], [-3.259, 2.065, 0.524], [-2.554, 1.328, -1.061], [-3.983, 0.773, -0.287], [-1.620, -2.318, 1.680], [-3.154, -2.072, 0.985], [-2.058, -2.869, -0.040], [2.105, 1.148, -1.358], [2.770, 0.593, 1.009], [1.918, 0.051, -0.317], [2.309, -1.123, -0.682], [2.088, -1.907, -0.073], [1.726, 0.807, -2.319], [1.726, 2.103, -1.000], [3.771, 0.752, 0.605], [2.465, 1.572, 1.373], [2.942, -0.182, 1.749], [3.157, 1.363, -1.544]],
  "smiles": "C/C=N/C.CC(C)=N",
  "total_charge": 0,
  "mol_weight_g_mol": 114.2,
  "orbital_gap_ev": [8.98, 8.98],
  "homo_energy_ev": [-8.69, -8.69],
  "e_lumo_ev": [0.3, 0.3]
}

***

## 2
{
  "formula": "C6H14N2",
  "method": "ωB97M-V with the def2-TZVPD basis set",
  "species": ["C", "C", "C", "C", "C", "N", "C", "N", "H", "H", "H", "H", "H", "H", "H", "H", "H", "H", "H", "H", "H", "H"],
  "coordinates": [[-2.157, -0.494, 1.804], [-1.285, -0.552, 0.537], [-0.174, 0.488, 0.661], [0.787, 0.565, -0.501], [2.084, 0.362, -0.255], [3.074, 0.603, -1.230], [0.266, 1.155, -1.789], [-0.735, -1.913, 0.424], [-1.827, -1.162, 2.610], [-2.250, 0.470, 2.301], [-3.118, -0.973, 1.575], [-1.928, -0.366, -0.324], [-0.574, 1.484, 0.870], [0.387, 0.228, 1.569], [2.430, -0.088, 0.662], [3.558, -0.193, -1.614], [2.904, 1.214, -2.007], [-0.815, 1.059, -1.850], [0.517, 2.228, -1.794], [0.864, 0.770, -2.618], [-1.278, -2.397, -0.280], [-0.730, -2.490, 1.249]],
  "smiles": "C/C(=C\\N)C[C@H](C)N",
  "total_charge": 0,
  "mol_weight_g_mol": 114.2,
  "orbital_gap_ev": 8.93,
  "homo_energy_ev": -7.89,
  "e_lumo_ev": 1.0
}

***

Most stable of them? 2.

***

## 1
{
  "formula": "C6H14N2",
  "method": "ωB97M-V with the def2-TZVPD basis set",
  "species": ["C", "C", "C", "C", "C", "C", "N", "N", "H", "H", "H", "H", "H", "H", "H", "H", "H", "H", "H", "H", "H", "H"],
  "coordinates": [[1.454, -0.147, -0.485], [-0.474, -0.512, 0.298], [1.859, 1.319, -0.578], [2.405, -0.985, 0.394], [-0.908, -1.894, -0.108], [-2.711, 0.427, -0.178], [-0.944, 1.781, 0.639], [-1.371, 0.467, 0.290], [2.794, 1.300, -1.004], [2.104, 1.724, 0.514], [1.108, 1.841, -1.149], [3.213, -1.329, -0.274], [1.846, -1.812, 0.697], [2.671, -0.410, 1.253], [-1.718, -2.014, -0.873], [0.018, -2.492, -0.359], [-1.263, -2.310, 0.856], [-3.076, -0.565, -0.164], [-3.370, 1.075, 0.319], [-2.934, 0.609, -1.301], [-0.288, 1.692, 1.419], [-0.415, 2.235, -0.207]],
  "total_charge": 0,
  "mol_weight_g_mol": 114.2,
  "orbital_gap_ev": [7.16, 7.18],
  "homo_energy_ev": [-6.60, -6.62],
  "e_lumo_ev": [0.6, 0.6]
}

***

## 2
{
  "formula": "C6H14N2",
  "method": "ωB97M-V with the def2-TZVPD basis set",
  "species": ["C", "C", "N", "N", "H", "H", "H", "H", "H", "H", "C", "C", "C", "C", "H", "H", "H", "H", "H", "H", "H", "H"],
  "coordinates": [[-1.937, -0.360, 1.095], [-1.544, 0.447, 2.112], [-1.314, -0.030, 3.446], [-2.183, 0.081, -0.234], [-2.045, -1.432, 1.262], [-1.416, 1.504, 1.953], [-2.119, 0.170, 4.042], [-0.510, 0.479, 3.861], [-2.909, -0.495, -0.704], [-1.330, 0.060, -0.809], [1.997, 0.824, -2.752], [1.712, -0.150, -1.632], [1.275, -1.417, -1.850], [1.927, 0.389, -0.230], [1.348, 1.715, -2.635], [1.803, 0.369, -3.727], [3.052, 1.169, -2.710], [1.082, -2.111, -1.018], [1.062, -1.801, -2.876], [1.599, -0.354, 0.529], [1.341, 1.326, -0.055], [2.947, 0.644, -0.050]],
  "smiles": "C=C(C)C.N/C=C/N",
  "total_charge": 0,
  "mol_weight_g_mol": 114.2,
  "orbital_gap_ev": 9.45,
  "homo_energy_ev": -8.48,
  "e_lumo_ev": 1.0
}

***

## 3
{
  "formula": "C6H14N2",
  "method": "ωB97M-V with the def2-TZVPD basis set",
  "species": ["C", "C", "C", "C", "C", "N", "C", "N", "H", "H", "H", "H", "H", "H", "H", "H", "H", "H", "H", "H", "H", "H"],
  "coordinates": [[1.284, 1.898, 1.627], [0.313, 1.302, 0.597], [0.986, 0.021, -0.011], [0.034, -0.874, -0.771], [-0.491, -1.923, -0.159], [-1.349, -2.898, -0.738], [-0.294, -0.382, -2.139], [-0.996, 1.005, 1.139], [1.231, 2.945, 1.685], [1.105, 1.609, 2.671], [2.317, 1.579, 1.466], [0.236, 2.022, -0.195], [1.764, 0.378, -0.692], [1.510, -0.493, 0.799], [-0.258, -2.192, 0.864], [-2.199, -2.949, -0.187], [-1.642, -2.667, -1.679], [0.570, -0.388, -2.813], [-1.033, -0.985, -2.663], [-0.650, 0.651, -2.104], [-1.547, 1.836, 1.294], [-0.891, 0.505, 2.010]],
  "smiles": "C/C(=C\\N)C[C@H](C)N",
  "total_charge": 0,
  "mol_weight_g_mol": 114.2,
  "orbital_gap_ev": 8.92,
  "homo_energy_ev": -7.87,
  "e_lumo_ev": 1.0
}

***

Most stable of them? 3.